# 1
# C2H6N3O

2 unconnected molecules or ions with the total composition C2H6N3O at a distorted geometry (ωB97M-V with the def2-TZVPD basis set, the OMol25 dataset).

Properties
relative energy (zero: lowest compared OMol25 entry of this formula, charge and spin) = 147.3 kcal per mole
total charge = +1
LUMO level (alpha / beta) = -0.2722 / -0.2721 Ha
F_max = 6.463 eV/A
HOMO (alpha / beta) = -0.5329 / -0.5330 Ha

The geometry in XYZ format:
```
12
C2H6N3O ωB97M-V with the def2-TZVPD basis set
O 0.44277 0.84694 2.39037
N 1.42694 1.33329 1.80208
N -0.51716 0.32037 -0.94820
N 0.93004 -0.53185 0.61513
C 0.02739 -0.46276 1.67361
C 1.78119 0.41786 0.63409
H -1.39659 -0.04328 -0.84902
H 2.59133 0.65835 0.09295
H 0.16306 -1.27276 2.32666
H -0.36901 1.22970 -0.64872
H -0.18402 0.16744 -1.93840
H -0.92613 -0.33152 1.44074
```

# 2
# C18H17N5O3S

C18H17N5O3S in the gas phase at a distorted geometry (ωB97M-V with the def2-TZVPD basis set, the OMol25 dataset).

Properties
relative energy (zero: lowest compared OMol25 entry of this formula, charge and spin) = 4.1 kcal per mole
SMILES = CCOC(=O)c1cccc(NC(=O)CSc2nncn2-c2ccccn2)c1
LUMO level = 0.0094 Ha
F_max = 1.278 eV/A
HOMO = -0.3117 Ha

The geometry in XYZ format:
```
44
C18H17N5O3S ωB97M-V with the def2-TZVPD basis set
S 2.83770 1.33752 -1.65316
O -2.60674 0.50806 2.11136
O 0.06552 0.92214 -4.46510
O -4.70440 0.07547 1.43398
N -0.04753 1.02938 -2.18726
N 2.40197 -1.22718 -2.43289
N 3.84612 0.86091 0.66184
N 3.35784 -1.06085 -0.45470
N 2.60920 -2.46841 -1.95858
C 2.84601 -0.38490 -1.54330
C -3.97942 -0.01118 -1.20687
C -3.05506 0.31514 -0.21781
C -2.29307 0.34509 -2.89050
C 3.90179 -0.46197 0.67177
C 4.91305 0.90415 2.78017
C 4.97108 -0.48360 2.78913
C -3.58629 0.00518 -2.53259
C 3.17010 -2.37868 -0.79829
C 4.45881 -1.19395 1.71914
C 2.06080 1.46138 -3.30020
C 4.33784 1.53038 1.68704
C 0.58224 1.09086 -3.38648
C -1.36588 0.67526 -1.90409
C -5.14359 0.03486 2.79026
C -3.40313 0.31040 1.22378
C -4.91890 -1.33872 3.40677
C -1.75424 0.65436 -0.56918
H 5.30499 1.48159 3.60139
H -3.85453 -1.55726 3.44489
H 4.49043 -2.27076 1.69476
H -1.99135 0.35443 -3.92454
H 5.41325 -1.00844 3.62266
H -6.20712 0.28034 2.75221
H -4.98726 -0.27476 -0.92984
H 4.26098 2.60589 1.61658
H -5.31887 -1.35535 4.41658
H 2.60991 0.82672 -3.99416
H 0.52280 1.22736 -1.37161
H -4.60384 0.79791 3.36118
H 3.44704 -3.21059 -0.18666
H -1.05508 0.90207 0.21713
H -5.41547 -2.10301 2.81370
H 2.17825 2.50289 -3.60353
H -4.29596 -0.25013 -3.30500
```

# 3
# C3H7O3

2 unconnected molecules or ions with the total composition C3H7O3 at a distorted geometry (ωB97M-V with the def2-TZVPD basis set, the OMol25 dataset).

Properties
relative energy (zero: lowest compared OMol25 entry of this formula, charge and spin) = 23.1 kcal per mole
total charge = -1
LUMO level = 0.1490 Ha
F_max = 2.577 eV/A
HOMO = -0.1544 Ha

The geometry in XYZ format:
```
13
C3H7O3 ωB97M-V with the def2-TZVPD basis set
O -0.55297 0.73190 -0.82974
O 0.48531 0.04456 1.75381
O -0.42587 0.16210 -2.99947
C -0.65221 -0.08295 -1.80658
C -0.81237 -1.54991 -1.29619
C 1.09404 1.30749 1.81301
H -0.23287 -1.75365 -0.39233
H 2.01302 1.31567 1.22110
H 0.53544 2.16733 1.44204
H -0.25045 0.06657 1.14069
H -0.70953 -2.33574 -2.04929
H -1.82711 -1.56311 -0.86572
H 1.33555 1.48973 2.86869
```

# 4
# C4H3N3

C4H3N3 in the gas phase at a distorted geometry (ωB97M-V with the def2-TZVPD basis set, the OMol25 dataset).

Properties
relative energy (zero: lowest compared OMol25 entry of this formula, charge and spin) = 81.0 kcal per mole
LUMO level = -0.0331 Ha
F_max = 2.501 eV/A
HOMO = -0.3109 Ha

The geometry in XYZ format:
```
10
C4H3N3 ωB97M-V with the def2-TZVPD basis set
N -0.80610 1.76793 2.70752
N -1.01427 0.86418 -0.62539
N 0.42412 -0.45463 0.29241
C -0.63102 -0.00311 -1.63643
C -0.62129 1.21165 1.71732
C 0.39865 -0.85456 -1.05444
C -0.40078 0.54392 0.47894
H 0.47580 -1.92568 -1.21119
H 1.17894 -0.33029 -1.67380
H 0.99595 -0.81939 1.00506
```